Below is a cluster of 13 separate species, C39H87N9O21 in total in a non-equilibrium geometry, with properties calculated with wB97M-V/def2-TZVPD.

The geometry in XYZ format:
```
156
Properties=species:S:1:pos:R:3:mulliken_charge:R:1
C 3.62201 -3.22402 -2.14005 0.745
C 6.13258 -1.72285 -0.20102 -1.447
H 6.90839 -1.51068 0.54595 0.491
C -1.10611 4.50584 3.17818 -0.990
C -0.61556 -1.87822 -5.87989 0.556
N 1.49166 -3.45285 5.44069 -0.088
H 2.35976 -0.20732 1.08908 0.286
N -3.47175 2.37324 -5.25672 0.108
H 2.38679 2.85461 -0.46752 -0.273
H -0.90455 -0.80404 -2.93772 -0.489
C -1.55261 1.72083 5.65618 -0.457
H 2.17269 -0.38305 6.31482 0.150
C -2.43471 -3.27743 -5.54361 -0.747
H 3.17133 0.96535 0.12239 -0.597
H -2.68087 -1.55425 0.75062 0.051
H -0.83246 -4.98252 -1.18613 0.341
O -0.05473 -2.71103 -6.50954 -0.579
O -2.28288 3.10481 -7.03306 -0.639
H 3.13506 2.03907 4.98586 0.398
H -1.41858 1.04885 2.01589 0.368
C 0.99162 -0.16907 -6.37371 0.017
H -4.28947 -0.97599 1.24261 0.530
H -2.79976 0.56360 -4.53083 -0.003
C 1.97024 3.85925 -0.26388 -0.235
C -3.71968 4.69489 -5.98473 -1.205
H 5.63849 -2.64412 0.10866 0.266
H -7.46286 0.11261 -2.87640 0.347
H 6.64624 -1.84462 -1.14506 0.282
O 1.49465 3.17667 2.44129 -0.411
C -5.68305 0.27500 -1.77147 0.674
H -4.63752 -2.61401 -2.23653 0.061
C 1.72449 1.39271 7.11222 0.674
C 3.85037 -5.22168 -1.01723 -0.564
H -4.35199 -4.34415 4.06028 0.439
H 1.21654 -4.40723 5.27509 0.242
O -5.85726 -0.70140 -1.06916 -0.607
H -0.87054 2.02962 6.45462 0.179
H -4.90434 2.11980 -1.97950 0.214
C 3.18109 4.71220 3.20373 -1.593
H -2.18244 4.52099 2.99947 0.437
H -0.31045 -2.46103 5.85679 0.288
H -3.50740 -3.70489 5.43579 0.339
C 3.48910 -4.43242 6.49004 -1.222
C 0.45646 4.00026 -5.46859 -0.576
H 1.01815 -0.37171 -7.44363 0.434
H 4.23065 4.41123 3.20831 0.371
H 4.15355 -4.82409 -0.04339 0.242
O 3.10708 3.48800 -3.35878 -0.419
H 0.42440 4.85362 -6.14322 0.342
C 3.59158 -1.22524 -3.49111 -0.241
O -1.80536 -2.02115 -5.30846 -0.094
O 1.63478 4.13844 -4.70452 -0.408
H -4.45418 4.86846 -6.77479 0.320
H 4.40747 -4.04019 6.89442 0.323
H -4.41940 -2.91517 -0.42746 -0.059
C -3.32459 -1.31018 1.60884 -0.433
O -0.17388 -0.24250 0.88360 -0.533
H 3.16767 5.80710 3.11354 0.427
C 4.04628 2.55532 -2.88481 -0.558
C -0.24452 0.42277 -0.24817 0.790
H 3.43098 1.05914 1.84891 0.132
H -6.31014 1.35343 -3.59505 0.315
H 4.60419 2.17546 -3.75421 0.480
C 1.21086 0.64219 8.33388 -1.035
O 4.24764 -4.39843 -2.06225 -0.392
H -1.97933 -4.05198 -4.91305 0.204
N -2.17785 -3.48735 -1.78261 0.382
H -2.97560 5.46079 -6.20816 0.325
H -4.02116 -3.25851 2.05158 0.261
C -6.44332 0.40656 -3.08828 -1.036
C 2.58283 -3.24902 6.21221 0.613
H 3.63229 1.65857 -2.43864 0.033
O 4.21655 -2.43583 -3.07453 -0.407
C -3.09252 3.32152 -6.15306 0.782
C 3.28650 0.36855 1.02128 0.045
H 1.90503 -0.42843 -5.85802 0.003
H 0.73185 -0.10332 -3.15539 -0.001
H -0.77666 5.52482 3.35688 0.270
H -2.28967 -2.56910 -2.16971 -0.168
H -5.44163 -3.93044 -1.47597 0.346
H 0.33844 3.09307 -6.04839 0.169
H -3.33477 2.08682 -0.38149 0.431
O 1.72943 2.62909 7.07816 -0.692
H -1.00026 0.98062 5.05895 -0.102
O 5.12697 0.21128 -1.07671 -0.554
C 5.17017 -0.59193 -0.20254 0.752
H 4.53410 -1.23598 1.59351 0.280
C -3.37927 -3.94865 4.38698 -1.300
H -2.26297 0.99436 -6.10148 0.246
C -1.94289 2.88442 4.77270 0.712
H -2.79278 -0.49791 2.06690 -0.028
H 2.77089 -5.36694 -1.01238 0.212
H 1.38724 1.22880 9.22904 0.372
H 3.36322 0.38836 4.40503 0.407
H -0.41418 4.12593 -4.81571 0.229
C 2.36669 4.02346 2.14085 0.459
H -3.44500 0.38062 -0.22865 -0.326
H 2.75647 4.52044 4.18746 0.305
N 4.38730 -0.54747 0.88737 0.013
H 0.05907 -2.68640 4.15444 0.280
C -3.14416 0.99670 -5.47784 -0.563
C 2.63363 1.08888 4.81594 -1.223
H 0.90618 -1.46756 5.13081 -0.413
N 2.64436 4.39359 0.86524 0.014
H -0.40211 -0.14393 2.89161 0.327
H -0.67635 4.12998 2.25213 0.157
H 4.33721 -6.18608 -1.12094 0.246
O 0.14966 -0.39075 -1.21706 -0.030
H 2.93197 -0.83763 -2.71249 -0.142
H 3.03234 -5.09805 7.22135 0.319
N -0.88845 3.55448 4.20758 0.020
C -3.34470 -4.19089 -1.69135 0.636
H 0.91411 3.63819 -0.14868 0.017
H -2.38219 1.19442 6.11139 0.333
H -0.74304 -4.55185 -2.90037 0.281
O -0.56033 1.57688 -0.37201 -0.589
O -3.39179 -5.37790 -1.78641 -0.664
H 4.77766 3.06289 -2.27804 0.225
H -4.06972 2.69480 -4.52606 0.058
H 0.31016 1.31019 2.17222 -0.278
N -4.89182 1.29736 -1.41818 -0.064
H 4.38362 -0.53147 -3.70373 0.204
C -3.08041 -2.60719 3.69546 0.629
H 0.86847 0.91803 -6.33827 -0.348
C 0.49704 -2.47159 5.12125 -0.245
C -0.89387 -4.15832 -1.88280 -1.190
H -0.61610 0.90153 -2.73289 0.485
C -0.17850 -0.08519 -2.57140 -0.168
H 0.01535 3.10854 4.15513 0.123
O -2.42855 -1.77701 4.28910 -0.542
C -0.46130 0.54316 2.05524 0.075
H -0.09719 -3.45693 -1.66351 0.437
C -4.54178 -3.32370 -1.41766 -0.476
N -3.50053 -2.49383 2.42472 -0.009
H 0.12595 0.58601 8.16392 0.209
H 2.92021 -1.43808 -4.32308 0.399
C -4.05363 1.28063 -0.28852 -0.548
H -2.37979 -3.56747 -6.58099 0.357
H -4.65001 1.28325 0.62056 0.442
O -0.21224 -0.61614 -5.67766 0.138
H 1.60414 -0.35673 8.50636 0.308
H 1.83865 1.18577 4.06893 0.282
H -3.43764 -3.19554 -5.12782 0.212
H 2.21671 4.39454 -1.17320 0.528
H -6.03458 -0.41857 -3.68483 0.191
N 2.07591 0.60116 6.05320 0.401
O 2.69557 -2.93990 -1.47507 -0.405
O 1.70500 1.97012 -4.19735 -0.068
O 2.88640 -2.14670 6.63598 -0.690
H 3.34447 5.08747 0.70514 0.267
O -3.09727 3.14550 4.53030 -0.678
H 3.67805 -4.94929 5.54629 0.357
C 2.16954 3.06127 -4.17724 0.572
H -2.58960 -4.67202 4.23755 0.240
H -4.00957 0.43357 -5.80275 0.223
H -4.13151 4.84470 -4.98730 0.341
```

Calculated values
- orbital gap (eV) = 8.9
- HOMO energy (eV) = -8.830
- multiplicity = 1
- DFT total energy (a.u.) = -3611.222584
- strongest force on any atom (eV/A) = 3.09

---

Below is a cluster of 9 separate species, C11H38BF4O8 in total, with properties calculated with wB97M-V/def2-TZVPD.

The geometry in XYZ format:
```
62
Properties=species:S:1:pos:R:3:mulliken_charge:R:1
H 27.84139 0.79336 -8.49029 0.159
H 25.81042 -4.63877 -5.08270 0.308
C 27.44995 -4.98755 -4.05234 0.202
H 27.55722 -6.48311 -2.49735 0.294
H 24.56578 -3.02948 -5.82640 0.218
H 23.15499 4.43732 -7.30930 0.297
O 24.93285 2.58095 -6.53979 -0.545
H 27.78179 -3.80750 -7.98977 0.202
H 23.25958 -1.73865 -7.63096 0.354
H 23.35140 -1.94207 -2.50114 0.154
H 22.94274 2.00028 -6.72539 0.135
C 23.57181 2.68541 -6.14365 0.187
H 23.01834 0.26445 -8.74412 0.056
H 22.10990 4.28083 -5.89959 0.368
O 26.39807 -0.44604 -9.35791 -0.521
C 24.21982 -2.09923 -1.84816 0.460
H 27.42179 2.14300 -3.86624 0.154
H 23.51002 2.33714 -5.10378 0.229
F 27.34725 -0.67239 -6.33227 -0.564
H 28.46594 -2.38764 -8.79852 0.160
H 27.97971 0.54342 -10.17859 0.300
O 24.16120 -3.82005 -6.21540 -0.504
C 22.82482 -0.71643 -9.19283 -0.379
C 24.36414 -0.85966 -0.98544 -1.284
H 22.16745 -3.25245 -6.13444 0.206
F 25.14995 -0.95565 -6.94785 -0.304
C 22.85664 -3.99264 -5.71497 -0.505
H 28.52485 -2.08981 -6.53958 0.383
C 23.12532 4.11665 -6.26527 -1.316
H 28.78499 -5.24045 -2.36554 0.367
H 22.80739 -3.88662 -4.62407 0.167
O 29.16288 -2.74478 -6.85618 -0.583
O 26.06492 -5.13064 -4.29029 -0.540
F 25.97312 -2.06394 -5.12179 -0.188
H 24.57846 0.03093 -1.57129 0.332
H 28.03432 -5.63987 -4.71329 0.272
H 23.75483 -0.99948 -9.69508 0.166
O 23.95517 -3.21238 -0.97511 -0.590
H 28.38950 1.45418 -5.19161 0.122
H 27.77099 -3.95449 -4.20672 0.120
F 25.65194 0.21634 -5.02927 -0.463
H 25.10698 -1.03749 -0.20668 0.321
H 22.03138 -0.64888 -9.93319 0.314
C 28.69037 -3.20754 -8.11045 -0.470
O 29.41180 2.42407 -3.63495 -0.578
H 28.30207 0.62791 -3.64363 0.228
H 24.13548 -3.99382 -1.50932 0.313
C 27.23035 0.69446 -9.39803 -0.584
H 27.14174 -4.83237 -1.91836 0.259
B 26.04661 -0.84747 -5.84264 0.790
O 22.47466 -1.66173 -8.18874 -0.580
H 23.41209 -0.72081 -0.46624 0.321
H 29.47045 -3.83092 -8.54775 0.299
H 23.77884 4.77714 -5.69311 0.305
H 25.33588 1.84531 -6.06519 0.293
C 27.73685 -5.41473 -2.62354 -1.260
C 28.34050 1.61541 -4.11233 -0.230
H 22.50214 -4.99112 -5.96341 0.292
H 25.08470 -2.31468 -2.47860 -0.015
H 30.22757 1.91945 -3.67410 0.295
H 26.66053 1.62000 -9.50373 0.274
H 26.09427 -0.56248 -8.44128 0.327
```

Calculated values
- orbital gap (eV) = 10.1
- energy relative to the best compared isomer or geometry (same formula, charge and spin) (kJ/mol) = 0.0
- HOMO energy (eV) = -7.266
- net charge = -1
- multiplicity = 1
- DFT total energy (a.u.) = -1468.393202
- strongest force on any atom (eV/A) = 0.99

---

Below is a structure of composition C33H49KNO4Se in a non-equilibrium geometry, with properties calculated with wB97M-V/def2-TZVPD.

The geometry in XYZ format:
```
89
Properties=species:S:1:pos:R:3:mulliken_charge:R:1
H -4.88699 1.15030 3.85770 0.381
H -6.37132 -1.63906 -2.21788 0.458
H -1.88984 -1.11477 4.19806 0.285
H 3.51058 6.04875 -3.26520 0.300
H -4.43915 0.23966 5.31380 0.450
H -5.56389 1.23670 -1.83173 0.338
H 4.87316 4.93471 -3.39912 0.432
C 4.60853 -2.35090 -1.99107 -2.383
H 2.39051 3.91303 -3.88857 0.422
C 1.10541 0.27214 0.33720 0.153
H 2.28775 -2.07694 -3.34020 0.348
H -1.65251 0.64727 2.73486 0.485
H 2.79545 -4.47566 1.25178 0.369
H 2.29032 -0.30784 -3.48906 0.189
H -3.16712 -1.93206 5.11189 0.502
C 1.15213 -0.66508 1.35448 -0.189
C -3.43710 -0.34048 2.03667 -1.182
C 0.56109 -3.45741 2.43854 -1.464
C -5.83500 -1.38887 -1.29602 -2.264
H -5.51698 -1.79086 4.41720 0.454
H 1.70286 3.30000 -1.29991 -0.996
H -2.67534 -2.53638 3.51554 0.304
C 1.95430 0.19582 -0.80451 0.612
H 3.22841 -1.72148 3.79439 0.380
C -4.13872 -0.64746 0.86906 0.791
C -3.72126 -1.61777 -2.54739 -1.616
C 2.02275 4.23453 -1.75833 2.131
H 4.00081 -3.25929 -1.93112 0.418
H 5.35999 0.14832 -1.28902 0.323
C -4.53895 -0.66592 -1.65811 2.070
H 5.38478 -0.01802 -3.05538 0.473
C -4.91685 0.59858 -2.44405 -1.631
H 4.53884 6.25554 -1.09128 0.361
C -3.90745 -0.74484 3.43749 2.196
C 2.94559 3.96700 -2.95129 -0.217
H 4.86771 4.51878 -1.01113 0.339
O 1.89095 1.08029 -1.75953 -1.075
H -5.47647 0.32828 -3.34929 0.454
H 2.18732 -2.93195 4.57042 0.464
H -0.22418 -2.71349 2.60155 0.134
C 1.95711 -2.82024 2.41013 2.307
C 4.16029 5.27283 -1.36436 -0.675
Se -0.14236 1.74018 0.49660 0.060
H 3.58339 -1.27293 -4.24192 0.469
O -2.08013 0.85989 -1.72912 -1.178
C 2.97568 -3.93591 2.18745 -2.339
H 1.41471 6.22609 -0.99280 0.483
C 2.23447 -2.17964 3.77376 -1.735
H -5.06551 -1.19713 0.95939 0.536
C 2.84620 -0.92507 -0.85783 -0.691
H -5.65920 -2.32362 -0.75240 0.368
C 2.92329 -1.18480 -3.36857 -1.648
O -0.01188 4.58105 -2.99674 -0.644
C 2.84171 -1.85085 0.18892 0.089
H -2.77323 -1.17161 -2.83856 0.242
H 3.42505 2.99979 -2.80107 -0.447
C 3.76054 -1.08446 -2.08082 2.494
H 3.53012 -2.68493 0.12953 0.412
C -3.72432 -0.28608 -0.41694 -0.678
H 5.27642 -2.34203 -1.12334 0.428
C -5.22096 -1.52195 3.39733 -2.280
H 4.00676 -3.56681 2.16349 0.414
H 0.46653 -0.54977 2.19018 0.185
H -4.29509 -1.87548 -3.44787 0.454
H -5.13759 -2.44985 2.82195 0.370
H 5.23367 -2.42610 -2.88747 0.429
H 1.50344 -1.39967 4.01006 0.243
H 2.89904 -4.66039 3.00580 0.450
C -1.79006 0.76421 0.62291 -0.889
H -4.02836 1.16369 -2.72589 0.213
H 0.48920 -4.20432 3.23878 0.451
H -6.50260 -0.77241 -0.68435 0.370
C 0.77336 5.00733 -2.18288 0.101
C -2.51289 0.46002 -0.57899 1.185
H -3.51436 -2.54884 -2.00779 0.318
C -2.85063 -1.63170 4.10551 -1.644
N 2.81305 5.02210 -0.78975 -0.647
C 3.94102 5.12468 -2.86413 -0.759
K -0.17895 1.78334 -2.50081 1.281
C 2.00643 -1.76379 1.30321 -0.705
H 0.34681 -3.95204 1.48598 0.346
H -3.20210 1.09455 4.38135 0.311
C 4.72824 0.10530 -2.18360 -0.823
C -4.12025 0.50553 4.29823 -1.812
O 0.61018 6.18501 -1.57188 -0.590
C -2.25093 0.37180 1.87000 -0.047
H 4.18369 1.04379 -2.27358 -0.457
H 2.86746 4.53653 0.09362 0.289
H -6.03656 -0.93851 2.95786 0.391
```

Calculated values
- orbital gap (eV) = 6.2
- HOMO energy (eV) = -3.969
- net charge = -1
- multiplicity = 1
- DFT total energy (a.u.) = -4644.105315
- strongest force on any atom (eV/A) = 1.95

---

Below is an isolated molecule of C3H4N2O, with properties calculated with wB97M-V/def2-TZVPD.

The geometry in XYZ format:
```
10
Properties=species:S:1:pos:R:3:mulliken_charge:R:1
O -1.35507 0.32924 -1.70179 -0.495
H 0.13865 -0.74908 1.89899 0.354
C -0.33085 -1.13681 -0.04011 -0.954
H 0.40857 2.12087 -0.47861 0.437
H 1.46428 -1.26620 1.08846 0.356
H -1.86200 -0.48249 -1.84425 0.339
C -0.50205 0.04922 -0.67642 0.659
C 0.34227 1.09480 -0.12892 -0.153
N 1.06397 0.72064 0.87512 -0.705
N 0.63224 -0.68019 1.00753 0.162
```

Calculated values
- orbital gap (eV) = 9.4
- energy relative to the best compared isomer or geometry (same formula, charge and spin) (kJ/mol) = 395.7
- HOMO energy (eV) = -8.630
- multiplicity = 1
- DFT total energy (a.u.) = -301.336524
- strongest force on any atom (eV/A) = 0.49

---

- What is the orbital gap in the third record?
  6.2 eV

---

- What is the formula in the first record?
  C39H87N9O21

---

- Look up the HOMO energy of the third one.
  -3.969 eV